No. 1
{
  "formula": "C32H48BN12Pb",
  "method": "the ωB97M-V functional and the def2-TZVPD basis",
  "species": ["Pb", "C", "C", "C", "C", "N", "N", "B", "N", "N", "C", "C", "C", "C", "C", "C", "C", "C", "N", "N", "C", "C", "C", "C", "C", "C", "C", "C", "C", "C", "C", "C", "H", "H", "H", "H", "H", "H", "H", "H", "H", "H", "H", "H", "H", "H", "H", "H", "H", "H", "H", "H", "H", "H", "H", "H", "H", "H", "H", "H", "H", "H", "H", "H", "H", "H", "H", "H", "H", "H", "H", "H", "N", "C", "N", "C", "N", "N", "C", "N", "C", "C", "C", "C", "C", "N", "H", "H", "H", "H", "H", "H", "H", "H"],
  "xyz": [[-0.07, 0.55, -0.01], [4.10, -1.94, 3.29], [3.29, -0.78, 2.82], [3.39, 0.51, 3.24], [2.44, 1.26, 2.54], [1.76, 0.46, 1.68], [2.30, -0.82, 1.88], [1.90, -2.12, 1.22], [2.12, -2.13, -0.36], [1.34, -1.32, -1.28], [1.61, -1.70, -2.47], [2.66, -2.74, -2.39], [2.91, -2.96, -0.98], [3.86, -3.93, -0.37], [0.97, -1.23, -3.72], [0.41, -2.46, -4.47], [2.07, -0.58, -4.60], [-0.16, -0.24, -3.45], [0.40, -2.52, 1.56], [-0.74, -1.79, 1.06], [-1.80, -2.44, 1.38], [-1.38, -3.61, 2.19], [0.06, -3.58, 2.23], [0.97, -4.56, 2.89], [-3.19, -2.11, 1.01], [-3.25, -0.99, -0.03], [-3.87, -3.37, 0.45], [-3.93, -1.69, 2.31], [2.23, 2.74, 2.77], [0.79, 2.98, 3.26], [2.49, 3.50, 1.47], [3.20, 3.26, 3.83], [4.82, -1.60, 4.03], [4.65, -2.41, 2.48], [3.48, -2.71, 3.76], [4.07, 0.87, 4.00], [2.58, -2.99, 1.66], [3.16, -3.24, -3.21], [4.43, -4.43, -1.16], [3.34, -4.69, 0.21], [4.57, -3.42, 0.29], [1.18, -3.23, -4.65], [0.05, -2.13, -5.44], [-0.41, -2.92, -3.92], [2.80, -1.32, -4.94], [2.60, 0.21, -4.08], [1.60, -0.16, -5.49], [-0.89, -0.67, -2.74], [-0.70, -0.04, -4.38], [0.20, 0.71, -3.06], [-2.02, -4.35, 2.66], [0.38, -5.32, 3.40], [1.61, -4.07, 3.63], [1.61, -5.06, 2.16], [-2.67, -1.25, -0.92], [-2.89, -0.04, 0.37], [-4.29, -0.84, -0.34], [-3.41, -3.69, -0.49], [-4.92, -3.14, 0.26], [-3.85, -4.21, 1.15], [-3.45, -0.83, 2.79], [-3.96, -2.51, 3.04], [-4.96, -1.42, 2.06], [0.06, 2.50, 2.60], [0.58, 4.05, 3.28], [0.66, 2.58, 4.27], [1.84, 3.15, 0.69], [3.53, 3.38, 1.16], [2.31, 4.57, 1.63], [3.04, 2.78, 4.80], [3.04, 4.33, 3.96], [4.24, 3.12, 3.53], [2.07, 2.25, -2.38], [1.05, 3.13, -2.18], [1.09, 4.23, -2.89], [0.13, 5.12, -2.61], [0.13, 6.26, -3.28], [-0.82, 4.94, -1.67], [-0.78, 3.80, -1.03], [0.11, 2.81, -1.25], [-1.80, 3.62, 0.06], [-2.69, 4.65, 0.36], [-3.62, 4.47, 1.37], [-3.62, 3.27, 2.07], [-2.70, 2.30, 1.72], [-1.82, 2.46, 0.73], [2.77, 2.49, -3.06], [2.20, 1.46, -1.79], [0.82, 6.43, -3.99], [-0.57, 6.96, -3.09], [-2.63, 5.56, -0.20], [-4.32, 5.25, 1.62], [-4.32, 3.09, 2.88], [-2.66, 1.37, 2.27]],
  "charge": 3,
  "e_above_lowest_ev": 0.937,
  "energy_ev": -57746.8149,
  "homo_energy_ev": [-16.52, -16.52],
  "gap_ev": [5.103, 5.043]
}



No. 2
{
  "formula": "C32H48IO24",
  "method": "the ωB97M-V functional and the def2-TZVPD basis",
  "species": ["I", "C", "C", "C", "O", "C", "O", "O", "H", "H", "H", "H", "H", "H", "C", "C", "C", "O", "C", "O", "O", "H", "H", "H", "H", "H", "H", "C", "C", "C", "O", "C", "O", "O", "H", "H", "H", "H", "H", "H", "C", "C", "C", "O", "C", "O", "O", "H", "H", "H", "H", "H", "H", "C", "C", "C", "O", "C", "O", "O", "H", "H", "H", "H", "H", "H", "C", "C", "C", "O", "C", "O", "O", "H", "H", "H", "H", "H", "H", "C", "C", "C", "O", "C", "O", "O", "H", "H", "H", "H", "H", "H", "C", "C", "C", "O", "C", "O", "O", "H", "H", "H", "H", "H", "H"],
  "xyz": [[13.38, -13.70, 8.42], [14.66, -11.18, 5.34], [14.79, -10.41, 6.66], [16.14, -10.16, 7.31], [16.05, -8.80, 7.62], [14.97, -8.25, 7.18], [14.74, -7.05, 7.23], [14.30, -9.11, 6.41], [15.35, -12.03, 5.34], [14.90, -10.55, 4.48], [13.67, -11.61, 5.14], [14.23, -10.95, 7.42], [16.90, -10.42, 6.57], [16.24, -10.83, 8.16], [12.13, -14.04, 4.22], [11.29, -15.02, 5.01], [9.83, -14.79, 4.85], [9.34, -16.14, 4.59], [10.34, -16.97, 4.30], [10.23, -18.11, 3.83], [11.50, -16.36, 4.58], [11.88, -14.06, 3.16], [13.18, -14.29, 4.32], [11.98, -13.04, 4.62], [11.51, -14.95, 6.07], [9.50, -14.23, 3.98], [9.40, -14.35, 5.75], [15.68, -9.80, 11.04], [14.29, -10.35, 10.53], [13.48, -10.87, 11.70], [12.15, -10.33, 11.43], [12.18, -9.52, 10.37], [11.20, -8.89, 10.03], [13.47, -9.33, 9.97], [15.65, -9.03, 11.82], [16.13, -9.26, 10.21], [16.37, -10.59, 11.34], [14.43, -11.18, 9.83], [13.80, -10.43, 12.65], [13.46, -11.96, 11.67], [15.55, -15.63, 12.43], [14.38, -15.65, 13.45], [13.39, -14.58, 13.10], [12.17, -15.29, 13.37], [12.38, -16.60, 13.34], [11.56, -17.48, 13.61], [13.59, -16.80, 13.11], [15.18, -15.47, 11.42], [16.03, -16.61, 12.42], [16.38, -14.95, 12.60], [14.72, -15.60, 14.48], [13.34, -14.25, 12.07], [13.49, -13.72, 13.76], [17.19, -14.39, 6.56], [18.09, -14.92, 5.45], [19.61, -14.67, 5.71], [20.20, -15.95, 5.78], [19.28, -16.94, 5.67], [19.51, -18.12, 5.82], [18.05, -16.39, 5.53], [16.17, -14.74, 6.41], [17.21, -13.30, 6.65], [17.37, -14.86, 7.52], [17.80, -14.55, 4.46], [19.74, -14.22, 6.70], [20.20, -13.99, 5.10], [8.60, -15.97, 8.21], [9.96, -16.56, 8.46], [10.37, -16.49, 9.90], [10.67, -17.84, 10.18], [10.45, -18.67, 9.11], [10.51, -19.87, 9.13], [9.94, -17.91, 8.09], [7.91, -16.34, 8.97], [8.23, -16.30, 7.25], [8.59, -14.88, 8.26], [10.67, -16.01, 7.86], [9.56, -16.14, 10.53], [11.25, -15.84, 10.01], [14.16, -18.18, 9.57], [14.20, -18.53, 8.13], [14.54, -17.35, 7.23], [15.64, -17.78, 6.49], [16.14, -18.88, 7.07], [17.14, -19.52, 6.67], [15.33, -19.34, 8.03], [14.14, -19.11, 10.14], [13.27, -17.60, 9.78], [15.01, -17.56, 9.87], [13.30, -19.03, 7.80], [14.74, -16.47, 7.85], [13.71, -17.00, 6.61], [9.27, -11.27, 8.33], [9.42, -10.36, 7.12], [10.86, -10.20, 6.68], [10.74, -10.19, 5.30], [9.65, -10.82, 4.89], [9.28, -11.04, 3.71], [8.90, -11.04, 6.00], [9.46, -10.69, 9.23], [10.01, -12.06, 8.33], [8.30, -11.74, 8.18], [8.90, -9.41, 7.21], [11.50, -11.06, 6.89], [11.22, -9.24, 7.06]],
  "charge": -1,
  "energy_ev": -91207.1948,
  "homo_energy_ev": -6.50,
  "gap_ev": 8.053
}



No. 3
{
  "formula": "C32H48IrP2",
  "method": "the ωB97M-V functional and the def2-TZVPD basis",
  "species": ["Ir", "C", "C", "C", "C", "C", "C", "H", "H", "H", "C", "H", "H", "H", "C", "H", "H", "H", "C", "H", "H", "H", "C", "H", "H", "H", "C", "C", "C", "C", "C", "C", "C", "C", "H", "H", "H", "H", "H", "H", "H", "H", "H", "H", "H", "H", "P", "P", "C", "C", "H", "H", "H", "H", "C", "H", "H", "H", "C", "H", "H", "H", "C", "H", "H", "H", "C", "H", "H", "H", "C", "C", "C", "C", "C", "C", "C", "C", "H", "H", "H", "H", "H"],
  "xyz": [[0.38, -0.04, -0.24], [0.66, -0.11, 2.15], [1.77, 0.43, 1.41], [-0.12, 1.74, 0.99], [-0.49, 0.69, 1.90], [1.30, 1.61, 0.72], [0.69, -1.29, 3.07], [1.66, -1.80, 3.03], [-0.10, -2.00, 2.78], [0.48, -0.99, 4.10], [-1.81, 0.55, 2.56], [-1.97, -0.48, 2.90], [-2.63, 0.82, 1.87], [-1.87, 1.21, 3.43], [-1.01, 2.85, 0.53], [-1.04, 3.64, 1.29], [-2.03, 2.50, 0.37], [-0.62, 3.29, -0.40], [2.14, 2.58, -0.06], [2.43, 3.41, 0.60], [1.57, 2.98, -0.90], [3.05, 2.08, -0.42], [3.18, -0.06, 1.44], [3.73, 0.43, 2.25], [3.68, 0.16, 0.49], [3.20, -1.14, 1.62], [-1.00, -1.87, -0.61], [0.36, -2.17, -0.28], [1.35, -2.74, -1.27], [1.84, -1.73, -2.32], [1.47, -0.31, -1.99], [0.16, 0.22, -2.26], [-1.03, -0.53, -2.83], [-1.49, -1.77, -2.03], [0.93, -3.62, -1.78], [1.43, -1.97, -3.31], [2.22, -3.08, -0.70], [-1.27, -2.71, -2.58], [-3.05, -1.84, 0.12], [0.44, -2.53, 0.74], [-2.58, -1.71, -1.99], [-1.85, 0.20, -2.79], [0.18, 1.28, -2.57], [-0.85, -0.76, -3.89], [2.93, -1.77, -2.40], [2.28, 0.42, -2.07], [-0.93, -0.77, -6.71], [-0.82, 1.86, -7.98], [-1.08, -0.82, -8.59], [-1.47, 0.54, -9.14], [-1.83, -1.58, -8.87], [-0.12, -1.14, -9.01], [-1.05, 0.71, -10.14], [-2.56, 0.66, -9.21], [-1.61, 3.20, -8.97], [-1.26, 4.18, -8.62], [-2.70, 3.16, -8.85], [-1.36, 3.09, -10.04], [0.80, 1.99, -8.87], [0.63, 1.95, -9.96], [1.47, 1.19, -8.57], [1.26, 2.95, -8.62], [-2.52, -1.66, -6.45], [-2.63, -1.93, -5.40], [-2.55, -2.56, -7.08], [-3.35, -0.99, -6.73], [0.27, -2.15, -6.63], [1.24, -1.80, -7.02], [-0.08, -3.00, -7.23], [0.41, -2.46, -5.58], [-2.03, -2.07, 0.45], [-1.78, -2.55, 1.66], [-2.45, -3.10, 2.79], [-3.71, -2.64, 3.29], [-4.26, -3.18, 4.45], [-3.61, -4.22, 5.14], [-2.38, -4.69, 4.66], [-1.80, -4.14, 3.52], [-4.23, -1.88, 2.71], [-5.21, -2.80, 4.83], [-4.07, -4.66, 6.03], [-1.87, -5.50, 5.19], [-0.86, -4.52, 3.13]],
  "charge": 1,
  "e_above_lowest_ev": 0.000,
  "energy_ev": -55366.4815,
  "homo_energy_ev": [-6.13, -9.08],
  "spin_multiplicity": 5,
  "gap_ev": [3.694, 2.118]
}



No. 4
{
  "formula": "C32H48N6O3",
  "method": "the ωB97M-V functional and the def2-TZVPD basis",
  "species": ["C", "O", "C", "C", "C", "C", "C", "C", "C", "C", "C", "C", "O", "N", "C", "O", "H", "H", "H", "H", "H", "H", "H", "H", "H", "H", "H", "H", "H", "C", "C", "C", "C", "N", "H", "H", "H", "H", "H", "H", "H", "C", "C", "C", "C", "N", "H", "H", "H", "H", "H", "H", "H", "C", "C", "C", "C", "N", "H", "H", "H", "H", "H", "H", "H", "C", "C", "C", "C", "N", "H", "H", "H", "H", "H", "H", "H", "C", "C", "C", "C", "N", "H", "H", "H", "H", "H", "H", "H"],
  "xyz": [[1.27, 2.02, 1.49], [0.41, 3.18, 1.13], [-0.95, 2.66, 1.26], [-2.04, 3.63, 0.50], [-2.90, 4.54, 1.55], [-4.36, 3.83, 1.73], [-4.87, 3.30, 3.16], [-6.31, 2.60, 3.37], [-7.18, 2.40, 2.07], [-6.69, 2.87, 0.62], [-5.30, 3.60, 0.43], [-7.85, 2.44, -0.40], [-7.74, 2.17, -1.65], [-9.05, 2.40, 0.50], [-8.63, 1.75, 1.81], [-9.32, 0.91, 2.48], [0.62, 1.31, 2.15], [2.15, 2.39, 2.13], [1.58, 1.40, 0.56], [-1.27, 2.42, 2.34], [-0.97, 1.63, 0.69], [-1.49, 4.30, -0.28], [-2.70, 2.91, -0.13], [-2.35, 4.48, 2.59], [-2.96, 5.65, 1.26], [-4.22, 3.42, 4.13], [-6.73, 2.24, 4.37], [-4.98, 3.96, -0.61], [-9.25, 3.40, 0.61], [4.00, -0.53, 3.29], [3.30, -0.62, 4.64], [2.24, -1.72, 4.71], [1.11, -1.46, 3.81], [0.22, -1.26, 3.10], [3.30, -0.27, 2.49], [4.78, 0.24, 3.32], [4.47, -1.48, 3.03], [2.85, 0.35, 4.88], [4.05, -0.81, 5.41], [1.87, -1.79, 5.73], [2.70, -2.69, 4.46], [4.91, -4.69, 0.64], [6.05, -5.03, 1.58], [5.59, -5.69, 2.88], [4.79, -4.78, 3.72], [4.17, -4.07, 4.38], [4.24, -3.94, 1.09], [5.30, -4.27, -0.29], [4.32, -5.58, 0.40], [6.63, -4.13, 1.80], [6.73, -5.72, 1.07], [6.47, -6.01, 3.45], [5.01, -6.59, 2.66], [-14.03, 3.11, -0.73], [-13.70, 1.91, -1.61], [-12.85, 0.86, -0.89], [-11.51, 1.36, -0.55], [-10.45, 1.75, -0.28], [-13.13, 3.66, -0.44], [-14.68, 3.81, -1.28], [-14.56, 2.80, 0.18], [-13.18, 2.26, -2.51], [-14.63, 1.45, -1.93], [-12.75, -0.01, -1.54], [-13.36, 0.52, 0.02], [8.09, -1.51, -2.26], [6.78, -0.76, -2.45], [6.28, -0.07, -1.18], [5.91, -1.02, -0.14], [5.62, -1.78, 0.69], [7.97, -2.33, -1.54], [8.42, -1.94, -3.21], [8.87, -0.84, -1.89], [6.02, -1.45, -2.83], [6.92, 0.00, -3.23], [5.40, 0.54, -1.43], [7.05, 0.62, -0.81], [8.67, -1.15, -6.74], [8.10, -2.56, -6.80], [6.59, -2.60, -7.03], [5.84, -2.04, -5.90], [5.25, -1.60, -5.02], [8.26, -0.59, -5.89], [9.75, -1.18, -6.62], [8.44, -0.59, -7.65], [8.36, -3.09, -5.88], [8.60, -3.09, -7.62], [6.28, -3.64, -7.18], [6.34, -2.06, -7.95]],
  "energy_ev": -49031.0965,
  "homo_energy_ev": -5.66,
  "gap_ev": 5.370
}



No. 5
{
  "formula": "C32H48O24",
  "method": "the ωB97M-V functional and the def2-TZVPD basis",
  "species": ["C", "C", "C", "O", "C", "O", "O", "H", "H", "H", "H", "H", "H", "C", "C", "C", "O", "C", "O", "O", "H", "H", "H", "H", "H", "H", "C", "C", "C", "O", "C", "O", "O", "H", "H", "H", "H", "H", "H", "C", "C", "C", "O", "C", "O", "O", "H", "H", "H", "H", "H", "H", "C", "C", "C", "O", "C", "O", "O", "H", "H", "H", "H", "H", "H", "C", "C", "C", "O", "C", "O", "O", "H", "H", "H", "H", "H", "H", "C", "C", "C", "O", "C", "O", "O", "H", "H", "H", "H", "H", "H", "C", "C", "C", "O", "C", "O", "O", "H", "H", "H", "H", "H", "H"],
  "xyz": [[-7.17, 3.06, -3.96], [-7.91, 2.12, -2.87], [-7.15, 1.64, -1.63], [-7.62, 2.49, -0.63], [-8.83, 2.92, -1.01], [-9.70, 3.34, -0.22], [-8.98, 2.81, -2.34], [-6.76, 4.04, -3.72], [-7.81, 3.21, -4.83], [-6.41, 2.39, -4.36], [-8.24, 1.21, -3.38], [-6.11, 1.81, -1.92], [-7.33, 0.62, -1.29], [-0.95, -4.56, -0.46], [-0.13, -5.84, -0.65], [-0.28, -6.47, -2.04], [1.09, -6.46, -2.52], [1.89, -5.85, -1.62], [3.09, -5.58, -1.85], [1.25, -5.69, -0.50], [-0.66, -3.70, -1.06], [-0.74, -4.32, 0.58], [-2.02, -4.69, -0.60], [-0.44, -6.55, 0.12], [-0.91, -5.80, -2.62], [-0.64, -7.50, -2.01], [7.35, -1.30, 5.50], [7.63, -1.52, 4.02], [8.17, -0.22, 3.39], [9.46, -0.59, 2.99], [9.76, -1.85, 3.39], [10.80, -2.45, 3.14], [8.75, -2.35, 4.05], [6.96, -2.23, 5.92], [6.56, -0.58, 5.71], [8.20, -1.03, 6.12], [6.80, -2.00, 3.50], [8.15, 0.62, 4.09], [7.58, -0.02, 2.50], [0.42, 0.63, -6.05], [1.26, -0.47, -6.78], [1.00, -1.87, -6.31], [0.60, -2.58, -7.51], [0.65, -1.79, -8.54], [0.51, -2.15, -9.73], [0.94, -0.55, -8.16], [-0.67, 0.62, -6.05], [0.78, 1.56, -6.49], [0.64, 0.65, -4.98], [2.34, -0.36, -6.67], [0.35, -1.82, -5.44], [1.84, -2.45, -5.93], [-4.70, 7.37, 0.01], [-5.03, 8.03, 1.32], [-6.46, 8.10, 1.79], [-6.43, 7.56, 3.08], [-5.33, 6.99, 3.34], [-5.11, 6.33, 4.35], [-4.49, 7.23, 2.35], [-5.26, 6.45, -0.19], [-3.62, 7.21, 0.02], [-5.04, 7.94, -0.86], [-4.60, 9.03, 1.35], [-7.09, 7.62, 1.05], [-6.85, 9.12, 1.76], [9.15, -4.36, -4.74], [8.71, -2.90, -4.54], [8.75, -2.37, -3.12], [9.35, -1.11, -3.20], [9.93, -1.01, -4.43], [10.62, -0.03, -4.74], [9.69, -2.10, -5.14], [9.22, -4.55, -5.81], [8.45, -5.08, -4.31], [10.13, -4.60, -4.33], [7.71, -2.82, -4.97], [9.33, -3.03, -2.48], [7.70, -2.30, -2.83], [-0.86, 1.83, 2.07], [0.63, 1.54, 2.14], [1.07, 0.32, 2.80], [1.99, -0.20, 1.89], [1.79, 0.34, 0.72], [2.30, -0.13, -0.30], [0.96, 1.31, 0.82], [-1.06, 2.56, 1.29], [-1.17, 2.23, 3.03], [-1.51, 0.98, 1.87], [1.16, 2.38, 2.58], [0.32, -0.42, 3.07], [1.57, 0.53, 3.74], [-6.12, -0.51, 8.62], [-5.65, -0.08, 7.21], [-4.50, -0.87, 6.59], [-5.03, -1.46, 5.47], [-6.33, -1.02, 5.31], [-6.99, -1.20, 4.28], [-6.72, -0.41, 6.39], [-6.12, -1.60, 8.63], [-7.19, -0.29, 8.72], [-5.44, -0.18, 9.40], [-5.44, 0.99, 7.14], [-4.09, -1.64, 7.25], [-3.66, -0.24, 6.28]],
  "e_above_lowest_ev": 5.203,
  "energy_ev": -83100.1234,
  "smiles": "C[C@H]1COC(=O)O1.C[C@H]1COC(=O)O1.C[C@H]1COC(=O)O1.C[C@H]1COC(=O)O1.C[C@H]1COC(=O)O1.C[C@H]1COC(=O)O1.C[C@H]1COC(=O)O1.C[C@H]1COC(=O)O1",
  "homo_energy_ev": -10.61,
  "gap_ev": 10.355
}